Density functional theory data (ωB97M-V with the def2-TZVPD basis set) for a structure of composition C25H27F5N7O3SeZr.

Element x y z (Å)
Zr 0.31245 -0.66296 0.84001
N -1.26271 0.65762 -0.48866
C -0.92369 2.09965 -0.10838
C -2.05460 2.78289 0.64267
C -1.65455 4.16162 1.19870
C -1.79153 5.33436 0.22650
N -3.19586 5.74030 0.10246
C -3.61298 6.73610 -0.69624
N -4.90251 7.05044 -0.73143
N -2.75026 7.38110 -1.47246
C 0.26565 1.68302 0.74940
O 0.04270 1.26353 1.91843
O 1.22924 1.12565 0.11653
H -1.13538 0.52728 -1.49141
H -2.23999 0.45248 -0.28804
H -0.60431 2.63710 -0.99817
H -2.35269 2.13545 1.46977
H -2.91216 2.87896 -0.02901
H -0.62218 4.13534 1.55490
H -2.25115 4.37016 2.08872
H -1.42090 5.06269 -0.76562
H -1.19129 6.16808 0.59943
H -3.80208 5.51361 0.87704
H -5.59908 6.48035 -0.28073
H -5.22612 7.87685 -1.20887
H -1.75824 7.33119 -1.31677
H -3.07228 8.06054 -2.14403
F 0.61492 -6.36416 4.02855
C 0.07410 -5.22793 3.66105
C -0.73288 -4.51756 4.54149
F -0.95592 -4.99028 5.74429
C -1.29339 -3.30483 4.15620
F -2.04691 -2.63811 5.01116
C -1.07858 -2.79191 2.88512
Se -1.76238 -1.08950 2.33709
C -0.26673 -3.52958 2.04896
F -0.00943 -2.99010 0.77849
C 0.32172 -4.72601 2.38805
F 1.10578 -5.36445 1.53516
C 3.60430 -7.33155 -3.90127
C 4.17833 -5.94285 -3.87670
C 3.49716 -4.86472 -4.43725
C 4.05357 -3.59460 -4.46638
C 5.30129 -3.37334 -3.89992
N 5.92458 -2.08594 -3.92302
C 5.31435 -0.87768 -3.82172
O 5.73079 0.15595 -4.27399
N 4.06344 -0.84230 -3.11730
C 3.73998 -1.40588 -1.91462
C 4.57558 -2.27209 -1.18486
C 4.13424 -2.81108 0.00967
C 2.88981 -2.47116 0.49819
N 2.10595 -1.59188 -0.15106
C 2.51187 -1.08833 -1.33814
C 5.99322 -4.43676 -3.33212
C 5.43788 -5.70432 -3.33042
H 2.56261 -7.32873 -4.21604
H 3.67245 -7.80571 -2.92198
H 4.16209 -7.95932 -4.59799
H 2.53138 -5.03064 -4.89891
H 3.53372 -2.78400 -4.96165
H 6.82647 -2.01982 -4.37642
H 3.58896 0.01799 -3.35125
H 5.56690 -2.49666 -1.54533
H 4.76509 -3.48732 0.56869
H 2.51760 -2.88937 1.42643
H 1.86049 -0.37192 -1.82379
H 6.97997 -4.27134 -2.91349
H 5.99694 -6.52995 -2.90694

For the largest force on an atom, the calculation gives 0.7 eV/Å. The value obtained for the HOMO-LUMO gap is 4.326 eV. As for the total charge: +3. Its spin multiplicity is 1. For the energy above the lowest of the compared OMol25 structures with the same formula, charge and spin, the calculation gives 13.7 kcal/mol.